ORCA calculation (ωB97M-V/def2-TZVPD) on 9 unconnected molecules or ions with the total composition C20H38Cl16O3.

```
77
Properties=species:S:1:pos:R:3:forces:R:3
C 2.09744 -1.25789 -6.70130 -0.1705 -0.4349 1.8310
C 0.84947 -0.62742 -6.11701 -1.3494 0.1129 -1.7198
C -0.23624 -1.53254 -5.45880 1.8888 0.3298 -0.0980
O -0.01716 -1.21496 -4.08408 -0.9938 -0.7786 0.3292
C 0.55774 -0.01548 -3.96260 -0.2327 -0.2372 -0.0251
O 0.51423 0.62171 -2.95670 0.3356 0.4653 0.1861
O 1.14287 0.33421 -5.10948 0.2884 0.3853 0.1801
H 2.56111 -1.80641 -5.87247 0.2029 -0.0468 -0.2064
H 2.80114 -0.48223 -6.98637 -0.0355 -0.0852 -0.4469
H 1.84835 -1.99535 -7.45883 0.0453 0.2979 -0.3563
H 0.31920 -0.09097 -6.91093 0.2761 0.2180 0.0005
H -0.02041 -2.58226 -5.64063 -0.1678 -0.0907 0.2116
H -1.23943 -1.27256 -5.78155 -0.1170 0.0320 0.1909
Cl -3.95660 -2.82702 1.47675 -0.0455 0.0277 -0.0269
C -3.02366 -3.00171 2.98770 0.6843 0.1296 -0.0015
C -3.35215 -4.30192 3.68071 -1.4183 -0.5616 0.3988
Cl -2.00288 -4.98057 4.59813 0.3039 -0.0022 0.0015
H -3.21024 -2.10488 3.57344 -0.2030 -0.1791 0.2159
H -1.96002 -2.98444 2.74978 -0.1062 -0.0707 -0.2513
H -3.74491 -5.05971 3.00274 0.6301 0.0672 -0.3777
H -4.18123 -4.23872 4.38927 0.1740 0.5535 0.0743
Cl 3.92617 -3.60533 2.27964 -0.0797 0.0948 0.0822
C 2.21083 -3.15210 2.52399 -0.0413 -0.0925 0.8636
C 1.96868 -2.82019 3.99956 0.9420 0.0100 -0.1942
Cl 0.36457 -2.08828 4.24454 0.0087 -0.2219 -0.0256
H 1.63333 -4.02571 2.24224 -0.2182 0.1840 -0.2847
H 2.01431 -2.26881 1.93063 -0.1177 -0.1390 -0.2838
H 2.71951 -2.10324 4.32711 -0.1599 0.1901 -0.0339
H 2.08284 -3.68335 4.65001 -0.2953 -0.1320 -0.1038
Cl -2.69768 4.47123 3.90620 -0.0615 0.6369 -0.2616
C -2.42811 5.36237 2.36188 0.1776 -0.8242 -0.4331
C -0.94954 5.49116 2.05467 -0.4724 -0.1102 -0.2571
Cl -0.25113 3.88365 1.77873 0.2731 -0.4080 0.2258
H -2.93576 6.32184 2.29174 0.0094 0.0382 0.6253
H -2.86019 4.71806 1.59747 -0.1006 0.0662 0.0052
H -0.39630 5.98436 2.84766 0.0843 0.0706 -0.1270
H -0.83875 5.95435 1.07597 0.0280 0.5268 0.2788
Cl 3.15874 3.96445 -3.08282 0.3876 -0.1361 0.1268
C 2.09811 3.87665 -1.68331 -1.6932 0.9863 0.8513
C 2.61675 3.25560 -0.41226 1.5950 -1.0757 -1.0850
Cl 4.04362 4.14852 0.25222 -0.6625 -0.0981 0.0020
H 1.18705 3.37105 -2.01013 0.2049 -0.3843 0.0609
H 1.74521 4.87959 -1.42139 0.3409 0.1311 -0.3520
H 3.02940 2.28407 -0.69779 -0.0239 -0.0788 0.2723
H 1.86627 3.06982 0.34498 -0.0619 0.5476 0.0880
Cl 1.33910 0.49817 2.03423 0.4596 0.1364 -0.2549
C 0.22634 0.71320 0.68739 -2.0561 -0.2327 -0.4898
C -0.26992 -0.58917 0.06816 1.3013 -0.5010 0.2566
Cl 1.19182 -1.45123 -0.60511 -0.5412 -0.1494 0.1803
H 0.53155 1.35683 -0.13463 0.7093 0.0867 0.3213
H -0.64648 1.17890 1.15113 -0.0230 0.1084 -0.1969
H -0.93467 -0.48989 -0.78029 0.0546 0.5576 0.0354
H -0.73320 -1.24060 0.80773 0.1393 -0.0671 0.0207
Cl -3.03937 -2.40071 -3.67284 -0.0848 -0.1083 -0.1289
C -3.22399 -1.83549 -2.01860 0.6333 0.1004 1.9572
C -3.50377 -0.33724 -2.02099 -0.1285 0.0386 -0.4398
Cl -3.52971 0.51426 -0.41950 -0.1981 -0.6751 -0.3937
H -2.33003 -2.02500 -1.41571 0.3762 0.0231 -0.6498
H -3.92231 -2.46849 -1.47180 -0.6567 0.3419 -0.4763
H -4.44644 -0.17202 -2.53769 -0.0673 0.3144 0.2308
H -2.71109 0.16713 -2.56683 0.0148 -0.0580 -0.1180
Cl 6.10245 -1.32791 -1.02191 0.3654 -0.3021 -0.2362
C 4.50019 -0.65945 -1.41043 0.5267 0.3505 0.5271
C 4.39125 -0.03174 -2.78582 -1.1983 0.0663 1.0322
Cl 4.72063 -1.16763 -4.09338 0.2983 0.0463 -0.1809
H 4.42226 0.11138 -0.64384 -0.5151 0.1712 -0.2098
H 3.76442 -1.42625 -1.19720 0.0324 -0.0753 -0.2918
H 4.93412 0.90751 -2.83304 0.4984 -0.2694 -0.4027
H 3.33274 0.23506 -2.86573 0.0460 0.0713 -0.1808
Cl -3.29262 -0.04477 6.82078 -0.2742 -0.0456 -0.1095
C -3.17104 0.77187 5.24957 0.3108 0.1659 -0.7743
C -1.73573 0.73936 4.75414 -0.0223 -0.1062 0.1806
Cl -0.67881 1.74594 5.78018 0.0385 -0.0493 -0.1842
H -3.56561 1.78192 5.32848 0.1940 0.0603 0.2502
H -3.78058 0.28413 4.48502 -0.1207 -0.3373 0.3364
H -1.64145 1.07442 3.72129 -0.1434 0.2864 0.0838
H -1.35459 -0.28110 4.78788 -0.0221 0.1370 0.1552
```
Positions in Å, forces in eV/Å.

The energy relative to the best compared isomer or geometry (same formula, charge and spin) is 18.91 kcal per mole. As for the total charge: 0. The SMILES is C[C@H]1COC(=O)O1.ClCCCl.ClCCCl.ClCCCl.ClCCCl.ClCCCl.ClCCCl.ClCCCl.ClCCCl. Its frontier orbital gap is 10.6 eV. Its HOMO energy is -0.382 Eh.